Density functional theory data (the ωB97M-V functional and the def2-TZVPD basis) for an isolated ion of composition C4H7N2O2 and charge +1 at a distorted geometry.

Cartesian coordinates (Å):
C (-1.657, 1.314, -0.079)
C (0.238, 0.143, 0.853)
C (1.431, 0.080, -0.027)
C (-1.444, -0.996, -0.552)
N (-0.966, 0.277, 0.058)
N (2.550, 0.906, 0.423)
O (-2.352, 2.220, -0.112)
O (3.644, 0.537, 0.090)
H (0.210, -0.720, 1.399)
H (0.224, 0.937, 1.465)
H (1.944, -0.801, -0.349)
H (1.046, 0.400, -1.040)
H (-1.034, -1.259, -1.435)
H (-1.253, -1.887, 0.026)
H (-2.579, -1.150, -0.719)

The SMILES is C[N+](=C=O)CCN=O. Its HOMO energy is -13.075 eV. Its orbital gap is 7.67 eV. Its total charge is +1.

***

Density functional theory data (the ωB97M-V functional and the def2-TZVPD basis) for C24H29N3O2 as an isolated structure at a distorted geometry.

Cartesian coordinates (Å):
C (-1.501, -4.307, -0.890)
C (-2.195, -3.063, -0.930)
C (-2.607, -2.112, -1.932)
C (-3.411, -1.188, -1.279)
C (-3.401, -1.622, -0.073)
O (-2.805, -2.683, 0.330)
C (-4.029, -0.833, 1.444)
N (-3.618, 0.720, 1.110)
C (-2.553, 1.224, 1.761)
O (-1.784, 0.496, 2.606)
C (-2.290, 2.857, 1.544)
H (-3.259, 3.325, 1.542)
H (-1.472, 2.853, 2.121)
C (-1.687, 2.897, 0.130)
H (-2.429, 2.332, -0.728)
H (-1.723, 3.839, -0.032)
C (-0.295, 2.004, -0.054)
C (-0.135, 1.833, -1.522)
N (1.306, 1.464, -2.012)
C (2.242, 2.203, -1.276)
C (2.100, 2.406, 0.022)
C (0.680, 3.154, 0.565)
H (0.742, 4.147, -0.031)
H (0.630, 3.270, 1.658)
H (2.959, 3.232, 0.196)
H (2.309, 1.493, 0.651)
H (2.258, 2.939, -1.914)
H (3.263, 1.841, -1.653)
C (1.288, -0.122, -1.829)
C (1.492, -0.805, -0.519)
C (0.305, -0.985, 0.010)
C (0.255, -1.676, 1.220)
C (1.496, -1.852, 2.013)
C (2.668, -1.737, 1.333)
N (3.790, -1.956, 2.035)
C (5.012, -1.448, 1.504)
C (5.129, -1.122, -0.003)
C (3.966, -0.813, -0.271)
C (2.680, -1.005, 0.059)
H (3.935, -0.317, -1.447)
H (6.162, -1.050, -0.096)
H (5.710, -1.817, 2.293)
H (1.399, -2.345, 3.019)
H (-0.705, -2.008, 1.849)
H (-0.754, -0.855, -0.508)
H (2.413, -0.367, -2.551)
H (0.590, -0.609, -2.434)
H (-0.075, 2.689, -2.108)
H (-0.833, 1.291, -2.082)
H (-0.429, 1.289, 0.493)
H (-4.047, 1.314, 0.502)
H (-3.446, -1.082, 2.120)
H (-4.840, -0.743, 1.261)
H (-3.867, -0.395, -1.620)
H (-2.480, -2.369, -2.842)
H (-2.036, -5.016, -0.256)
H (-1.398, -4.652, -2.077)
H (-0.674, -4.156, -0.421)

Its HOMO energy is -8.045 eV. Its orbital gap is 8.41 eV.

***

Density functional theory data (the ωB97M-V functional and the def2-TZVPD basis) for an isolated ion of composition C3H9N2 and charge +1 at a distorted geometry.

Cartesian coordinates (Å):
C (-0.580, 0.897, 0.213)
N (-0.310, 2.183, -0.282)
H (-0.886, 0.847, 1.254)
H (-1.278, 0.316, -0.387)
H (-1.026, 2.798, -0.608)
H (0.241, 2.694, 0.405)
C (-0.464, -2.131, 0.015)
C (0.662, -1.444, -0.105)
N (0.723, 0.016, 0.103)
H (-1.379, -1.616, 0.274)
H (-0.484, -3.177, -0.247)
H (1.528, -1.787, -0.652)
H (1.264, 0.427, -0.667)
H (1.176, 0.289, 0.975)

The SMILES is C=C[NH2+]CN. Its HOMO energy is -14.788 eV. Its orbital gap is 11.42 eV. Its total charge is +1.

***

Q: Which value of orbital gap does entry 2 give?
A: 8.41 eV

***

Q: Among the records above, which one has the highest HOMO energy?
A: C24H29N3O2

***

Q: Which of these has the highest HOMO energy?
A: C24H29N3O2

***

Q: Which of these has the lowest HOMO energy?
A: C3H9N2